1.
The molecule C24H32N6O2, computed with the ωB97M-V functional and the def2-TZVPD basis.

Calculated values
LUMO: 0.6064 eV
Structure (SMILES): CCn1cc(CN2CCC(n3nccc3NC(=O)CCOc3ccccc3)CC2)c(C)n1
Relative energy (zero: lowest compared OMol25 entry of this formula, charge and spin): 2.418 eV
Multiplicity: 1
Charge: 0
Total energy: -1412.7616 Ha
Orbital gap: 8.97 eV

Last column: Mulliken charge in e.
Cartesian coordinates (Å):
C (-6.437980, -2.919327, -0.505096)  -1.0870
C (-6.841794, -1.658551, 0.256408)  -0.5498
N (-5.789109, -0.680041, 0.243141)  0.8113
C (-4.676217, -0.658338, 1.000997)  -0.9063
C (-3.924610, 0.423025, 0.590866)  0.3720
C (-2.600508, 0.860245, 1.118847)  -0.5911
N (-1.573756, -0.147056, 0.884161)  -0.0142
C (-0.324731, 0.230352, 1.514804)  0.0253
C (0.708793, -0.879255, 1.363848)  -0.7996
C (0.935297, -1.183562, -0.119626)  0.5863
N (1.897860, -2.247373, -0.272566)  1.1982
N (1.526152, -3.528789, -0.213956)  -1.4398
C (2.637091, -4.236238, -0.239472)  -0.4289
C (3.768367, -3.414030, -0.308801)  -0.7691
C (3.251390, -2.135290, -0.322531)  0.5633
N (3.867439, -0.894448, -0.390285)  0.0112
C (5.122707, -0.601071, 0.039745)  0.6162
O (5.898730, -1.406445, 0.496481)  -0.6225
C (5.460817, 0.881293, -0.120779)  -1.0054
C (4.362657, 1.820848, 0.378513)  -0.6719
O (3.315938, 1.830925, -0.578205)  -0.4454
C (2.186014, 2.565716, -0.338761)  0.5537
C (1.947848, 3.309206, 0.809368)  -0.4960
C (0.749052, 3.992228, 0.945188)  -0.7066
C (-0.210901, 3.944662, -0.048270)  -0.5857
C (0.032175, 3.208545, -1.197723)  -0.3563
C (1.219843, 2.521702, -1.344642)  -0.1128
C (-0.405858, -1.546923, -0.746668)  -1.2593
C (-1.380866, -0.394855, -0.532933)  0.1481
C (-4.683846, 1.000981, -0.449800)  0.6517
C (-4.360233, 2.203366, -1.264547)  -1.0306
N (-5.800622, 0.317247, -0.637677)  -1.1579
H (-5.561524, -3.374668, -0.049928)  0.3051
H (-6.203343, -2.670460, -1.536856)  0.3086
H (-7.252343, -3.638381, -0.493880)  0.3865
H (-7.083547, -1.904669, 1.294646)  0.3261
H (-7.711169, -1.196522, -0.215822)  0.3115
H (-4.489594, -1.387013, 1.763046)  0.5025
H (-2.669939, 1.004765, 2.202249)  0.5303
H (-2.322089, 1.827395, 0.662829)  -0.0337
H (0.075552, 1.168041, 1.084265)  -0.2905
H (-0.517623, 0.405273, 2.576813)  0.5456
H (1.645460, -0.580630, 1.840024)  0.3695
H (0.345916, -1.785699, 1.849389)  0.3147
H (1.323712, -0.286133, -0.618303)  -0.7038
H (2.594341, -5.306653, -0.213458)  0.4586
H (4.800077, -3.691018, -0.333185)  0.4466
H (3.307437, -0.119508, -0.725869)  0.1700
H (5.642361, 1.083157, -1.178947)  0.3154
H (6.381925, 1.070744, 0.429731)  0.3769
H (4.766431, 2.835188, 0.492746)  0.5098
H (3.986503, 1.479346, 1.352627)  0.4088
H (2.680626, 3.364540, 1.598741)  0.4274
H (0.570204, 4.564604, 1.843028)  0.3849
H (-1.141226, 4.478902, 0.068553)  0.4256
H (-0.707251, 3.169842, -1.983954)  0.3794
H (1.424859, 1.947075, -2.235435)  0.4016
H (-0.783197, -2.450312, -0.270245)  0.3601
H (-0.285250, -1.742808, -1.812795)  0.4070
H (-1.000494, 0.510280, -1.045160)  -0.1617
H (-2.350128, -0.649108, -0.966365)  0.5133
H (-5.146009, 2.361506, -1.997288)  0.3794
H (-4.282888, 3.085654, -0.629885)  0.2777
H (-3.410440, 2.068384, -1.780789)  0.1457

Atomic forces in eV per Å
-0.088 0.205 0.115
-0.246 -0.489 -0.191
0.410 0.246 0.356
0.139 0.293 -0.089
-0.203 -0.012 0.035
-0.068 -0.118 0.070
-0.027 0.016 0.041
0.168 -0.085 0.138
-0.019 0.314 -0.150
-0.496 0.018 0.354
0.826 0.066 -0.196
-0.686 -0.432 0.020
0.040 0.308 0.007
0.070 0.300 0.012
0.087 -0.644 0.025
-0.638 0.164 -0.179
0.231 0.491 0.012
0.131 -0.188 0.036
-0.215 -0.012 0.126
0.379 0.100 0.238
-0.172 0.043 -0.205
-0.237 0.026 -0.092
0.339 -0.154 0.014
-0.119 0.034 -0.053
-0.079 0.101 0.092
0.063 -0.012 -0.011
0.204 -0.029 0.049
0.075 0.286 -0.069
0.006 -0.250 -0.105
0.089 -0.296 0.335
-0.055 -0.068 0.061
-0.457 0.281 -0.621
0.064 -0.074 0.022
0.022 0.004 -0.092
-0.070 -0.119 -0.015
-0.017 0.106 -0.100
0.098 0.005 0.159
0.028 -0.215 0.179
0.086 0.111 -0.081
-0.012 -0.017 0.078
-0.039 -0.018 0.054
0.029 0.071 -0.037
0.049 -0.021 0.010
0.041 -0.066 0.011
-0.032 -0.101 0.022
-0.049 -0.225 0.018
0.218 -0.006 -0.003
0.178 -0.077 0.034
0.055 0.050 0.008
-0.055 -0.064 -0.031
-0.089 -0.114 0.006
-0.001 0.072 -0.090
0.084 -0.019 0.063
-0.011 0.049 0.076
-0.085 0.052 0.013
-0.061 -0.017 -0.068
0.030 -0.070 -0.100
-0.018 -0.013 -0.049
0.010 -0.051 -0.030
-0.071 -0.010 0.012
0.080 0.047 -0.051
-0.017 0.060 -0.075
0.029 0.104 -0.041
0.073 0.067 -0.078

---

2.
C39H68N7O11PtTi as an isolated structure, computed with the ωB97M-V functional and the def2-TZVPD basis.

Calculated values
LUMO (spin up / spin down): -5.1711 / -8.7477 eV
Multiplicity: 6
Charge: +2
Total energy: -3705.9002 Ha
Orbital gap (spin up / spin down): 7.21 / 3.63 eV

Last column: Mulliken charge in e.
Cartesian coordinates (Å):
Pt (3.675641, 0.330577, -3.414524)  0.5550
Ti (1.663410, -0.381700, 0.586844)  1.4560
C (-0.856267, 2.018648, -7.570863)  -1.1802
C (-1.879437, 0.987588, -6.951962)  -0.5260
N (-1.325981, 0.198600, -5.743597)  0.2228
C (-2.568210, -0.572725, -5.101135)  -0.8249
C (-0.178286, -0.743015, -6.174425)  0.3959
C (-0.589463, -1.937205, -7.154355)  -1.4545
C (-0.849675, 1.172811, -4.638019)  -1.4620
C (-0.580048, 0.478512, -3.263359)  1.8180
O (-1.771810, 0.739708, -2.501470)  -0.4909
C (-1.707705, 0.102906, -1.262901)  -0.3188
H (-0.883451, 3.007732, -7.113622)  0.3379
H (-1.230976, 2.290847, -8.557583)  0.4109
H (0.142522, 1.583549, -7.605620)  0.3162
H (-2.200461, 0.251091, -7.688585)  0.4939
H (-2.769335, 1.411815, -6.486993)  0.5281
H (-3.180810, -0.956244, -5.917071)  0.4191
H (-3.078881, 0.043731, -4.361333)  0.4364
H (-2.292867, -1.436168, -4.495537)  0.1455
H (0.372435, -1.071540, -5.293021)  -0.2405
H (0.562498, -0.070457, -6.606866)  0.4242
H (-1.045612, -1.489058, -8.037083)  0.4216
H (-1.193074, -2.756670, -6.764172)  0.3030
H (0.356964, -2.333593, -7.522127)  0.4316
H (-1.701218, 1.818457, -4.423261)  0.5390
H (0.086596, 1.651865, -4.924375)  0.4006
H (0.335953, 0.867447, -2.818659)  -0.0187
H (-0.371928, -0.590548, -3.307026)  -0.9869
H (-1.665622, -0.958796, -1.506059)  0.1673
H (-2.643500, 0.287046, -0.735185)  0.4810
H (-0.897237, 0.382569, -0.589826)  0.0104
C (2.035916, -1.242361, -1.947224)  0.3569
O (2.234194, -1.449773, -3.123234)  -0.9889
O (1.412997, -1.964468, -1.134354)  0.6086
O (2.479517, -0.139817, -1.655232)  0.1929
C (4.136528, -2.518091, 1.418969)  -1.0095
C (3.951419, -1.454109, 2.459686)  -0.7370
N (2.550883, -1.071823, 2.645122)  1.2899
C (2.559110, 0.120276, 3.556755)  -1.0601
C (1.299961, 0.915461, 3.562224)  -0.7782
C (1.696336, -2.216987, 3.120778)  -0.5071
C (2.146940, -2.999424, 4.375093)  -1.4066
H (4.520041, -2.077561, 0.498660)  0.1891
H (3.315858, -3.159404, 1.097534)  -0.0934
H (4.849569, -3.191375, 1.894751)  0.4386
H (4.413014, -1.746404, 3.402864)  0.6434
H (4.490376, -0.530196, 2.249896)  0.3359
H (2.830144, -0.087649, 4.591851)  0.5137
H (3.332253, 0.780586, 3.163899)  0.3239
H (0.651060, 0.690332, 2.715848)  -0.0792
H (0.882839, 0.432375, 4.445819)  0.5589
H (1.212422, 1.997325, 3.662231)  0.3600
H (1.673946, -2.990098, 2.352721)  0.0267
H (0.672823, -2.015827, 3.437079)  0.2018
H (2.712037, -3.928769, 4.303812)  0.3436
H (1.294646, -3.294117, 4.987338)  0.3761
H (2.880528, -2.332344, 4.827824)  0.2626
O (1.495412, 1.944152, 0.636559)  -0.4467
C (2.113536, 2.893611, 0.250478)  0.0573
N (2.627642, 2.924211, -0.973478)  -0.1469
C (2.552819, 4.116289, 1.082628)  -1.1904
H (3.461649, 3.460698, -1.165085)  0.2724
H (2.532868, 2.284562, -1.749340)  -0.0131
H (1.738595, 4.449071, 1.726365)  0.3470
H (2.856333, 5.058911, 0.627182)  0.4158
H (3.412257, 3.734868, 1.633964)  0.2785
O (-0.692086, -5.289638, -4.543178)  -0.6903
C (-0.403845, -4.180293, -4.117404)  0.3262
N (0.575236, -3.539502, -4.603177)  0.2175
C (-1.188758, -3.616147, -2.925097)  -0.2965
H (1.036333, -3.983286, -5.384558)  0.2492
H (1.047848, -2.855384, -4.029845)  -0.4021
H (-2.274153, -3.689207, -2.993514)  0.5015
H (-0.885662, -2.589966, -2.717318)  -0.4072
H (-0.689930, -4.183772, -2.139554)  0.2445
O (3.720201, -5.900724, -0.214342)  -0.7025
C (3.248457, -5.127929, -1.108060)  0.6831
N (1.942565, -5.051340, -1.142537)  -0.1180
C (3.992573, -4.416739, -2.230758)  -0.7386
H (1.413662, -5.492485, -0.403794)  0.2258
H (1.646835, -4.182364, -1.563880)  -0.3880
H (4.237720, -3.367244, -2.067775)  0.0292
H (3.185074, -4.363741, -2.960991)  0.2496
H (4.876961, -4.970926, -2.545140)  0.3998
O (5.741961, 2.651695, 1.806884)  -0.6086
C (5.777491, 1.690132, 0.936337)  0.9084
N (4.719585, 1.208708, 0.327252)  0.4772
C (7.067621, 0.958541, 0.619292)  -1.3496
H (3.814979, 1.556681, 0.611354)  -0.6694
H (4.837604, 0.924302, -0.634673)  0.0471
H (6.949716, -0.124964, 0.605258)  0.2949
H (7.851065, 1.097707, 1.364235)  0.3593
H (7.436646, 1.288948, -0.351665)  0.3846
O (-0.819507, -1.040432, 1.677750)  -0.1521
C (-1.169014, -2.174642, 1.642698)  0.4930
N (-0.653827, -2.984206, 0.701859)  0.2367
C (-2.126304, -2.838937, 2.629261)  -1.5843
H (-0.096760, -2.471391, 0.033424)  -0.5206
H (-0.685977, -3.984774, 0.835720)  0.2144
H (-2.834950, -3.447069, 2.067039)  0.4701
H (-2.717155, -2.059043, 3.109652)  0.2862
H (-1.815174, -3.479633, 3.454373)  0.3594
C (-1.529261, 3.134280, 4.577483)  -0.3419
C (-2.057276, 2.020120, 4.015093)  0.2936
C (-3.441536, 1.798416, 4.001699)  -0.8854
C (-4.299732, 2.747803, 4.499884)  0.0948
C (-3.734809, 3.888580, 5.140753)  0.1014
C (-2.408908, 4.076605, 5.181458)  -0.5773
C (-4.612008, 4.838460, 5.908999)  0.3554
O (-4.102783, 5.757577, 6.502602)  -0.6138
C (-6.096591, 4.691801, 5.705894)  0.3276
C (-6.975832, 5.593471, 6.306776)  -0.5062
C (-8.331704, 5.694908, 6.017490)  -0.6425
C (-8.879630, 4.529128, 5.418360)  -0.3409
C (-8.052565, 3.494807, 4.877914)  -0.7036
C (-6.646114, 3.573492, 5.034543)  0.3990
C (-5.816691, 2.496339, 4.475545)  0.5099
O (-6.233383, 1.418645, 3.958887)  -0.6923
H (-0.481549, 3.362380, 4.448332)  0.2870
H (-1.303944, 1.360315, 3.610666)  0.1799
H (-3.791731, 0.934214, 3.456793)  0.5187
H (-2.001505, 4.961177, 5.648305)  0.4788
H (-6.489167, 6.418510, 6.805629)  0.4289
H (-9.133907, 6.365238, 6.288668)  0.3781
H (-9.902002, 4.406551, 5.092600)  0.3589
H (-8.505033, 2.746345, 4.244286)  0.4139

Atomic forces in eV per Å
-0.402 -0.629 -0.270
-0.487 0.265 0.238
-1.544 -0.444 0.426
0.834 0.477 0.701
-0.497 -0.858 1.239
1.021 -0.176 -0.535
-0.598 -0.508 -0.203
0.816 1.903 0.447
0.328 -1.672 0.455
-1.296 0.447 -0.688
1.602 0.630 -0.584
-1.043 -0.991 0.272
0.296 -0.313 0.707
0.262 -0.593 -0.299
-0.106 0.346 -0.266
0.128 0.038 0.135
-0.013 0.507 -0.564
-0.054 0.381 0.093
-0.074 0.518 -0.708
0.809 -0.037 -0.333
-0.689 -0.358 0.237
-0.257 -0.113 -0.637
-0.225 -0.220 0.016
0.041 0.353 0.304
-0.008 -0.179 0.143
0.392 0.451 -0.401
-0.459 0.272 -0.555
-0.107 0.613 0.327
-0.314 -0.302 -0.322
0.194 -0.394 0.649
0.072 0.093 -0.020
0.338 0.334 -0.206
-1.867 -2.325 0.625
0.592 -2.846 -6.067
-0.206 0.176 1.336
1.939 6.134 5.227
0.892 -0.432 -0.275
-0.197 0.173 0.458
-1.403 0.649 0.540
1.424 1.226 -1.092
-1.983 -1.233 0.810
0.124 -2.014 0.659
1.296 0.455 0.224
0.404 -0.160 -0.060
-0.395 0.216 0.476
0.295 -0.275 -0.870
-0.313 -0.325 0.266
-0.011 -0.146 -0.514
0.264 -0.512 -0.166
0.512 -0.241 -0.003
-0.143 -0.219 -0.016
-1.448 0.721 -0.064
1.041 -0.116 0.195
-0.288 0.508 -0.534
0.161 1.221 -0.942
0.045 -0.024 -0.973
0.138 0.649 0.288
-0.428 -0.056 1.129
-2.063 -3.259 1.710
2.251 3.694 -1.321
1.358 0.575 -2.185
-0.799 -0.626 0.529
-0.381 0.809 0.419
-0.741 -0.737 0.720
0.080 -0.570 0.416
0.087 -0.570 -0.943
0.042 0.168 0.556
-0.575 0.108 -0.110
-4.668 -3.722 1.540
3.818 3.257 -1.447
1.642 0.429 -0.306
0.334 -0.017 0.269
0.297 0.183 -0.385
0.320 -0.476 0.052
-0.171 0.223 -0.075
-0.878 -0.218 0.541
0.103 2.272 -2.490
3.456 -3.443 3.587
-2.402 1.589 -0.978
-0.951 -0.099 0.225
0.193 0.127 -0.087
-0.948 -0.217 0.091
0.211 -0.071 0.603
0.617 -0.166 -0.865
-0.284 0.044 -0.022
-0.524 -3.777 -3.300
3.143 3.758 4.871
-2.303 -0.777 -1.076
0.287 -0.004 0.126
0.383 0.203 -0.291
-0.211 -0.323 0.159
-0.433 -0.027 -0.318
-0.242 0.646 -0.050
0.149 -0.049 -0.056
1.168 4.263 -0.029
-0.474 -4.351 0.941
-0.371 -0.051 0.169
-1.206 0.723 -0.228
0.284 -0.956 -0.364
0.030 0.185 -0.557
-0.009 -0.022 -0.113
0.052 0.122 -0.067
0.985 0.098 -0.294
-0.913 1.886 0.498
0.129 -0.461 -0.054
0.673 -0.207 -0.938
-0.545 0.039 0.762
-2.410 -1.033 0.329
2.768 -0.254 -0.570
-0.190 0.386 -1.226
-0.355 0.038 0.459
-0.706 -1.261 0.820
0.642 2.178 -0.649
-1.144 -3.604 -0.312
1.591 -0.744 -1.839
0.373 1.759 0.929
-1.355 0.053 -0.211
0.818 -2.578 -1.766
0.804 3.349 1.651
0.140 -0.032 0.420
-0.560 -0.593 -0.363
-0.415 -0.103 0.269
-0.098 0.061 0.133
0.043 0.084 0.306
0.868 0.861 0.525
-0.357 0.504 0.529
0.139 -0.325 0.275

---

Look up the total energy of the second one.
-3705.9002 Ha

---

Which of these has the highest charge?
C39H68N7O11PtTi